The following is a DFT calculation (ωB97M-V with the def2-TZVPD basis set) of C19H17AuBrN2O6 as an isolated structure at a distorted geometry.

Properties
⟨S²⟩ = 2.0235
Kohn-Sham gap (alpha / beta) = 0.243 / 0.148 Eh
Energy above the lowest of the compared OMol25 structures with the same formula, charge and spin = 0.0 kJ/mol

The geometry in ORCA input format:
```
! RIJCOSX wB97M-V def2-TZVPD def2/J DEFGRID3
* xyz 1 3
Au 7.891 15.619 3.426
O 4.246 17.953 3.749
C 5.409 17.313 3.629
O 5.504 16.079 3.522
C 6.625 18.200 3.660
C 6.612 19.589 3.813
C 7.814 20.286 3.845
C 9.007 19.572 3.775
C 9.022 18.207 3.613
N 7.860 17.576 3.498
C 10.274 17.336 3.633
O 11.461 17.719 3.763
O 10.008 16.012 3.470
H 3.469 17.358 3.753
H 5.617 20.027 3.824
H 7.838 21.379 3.914
H 9.981 20.048 3.814
Br 9.111 7.086 3.937
C 8.490 8.830 3.905
C 9.407 9.892 3.972
C 8.934 11.199 3.847
C 7.556 11.423 3.804
C 6.652 10.376 3.715
C 7.118 9.079 3.737
C 7.095 12.823 3.623
O 5.936 13.234 3.702
O 8.129 13.645 3.404
H 10.470 9.659 4.038
H 9.625 12.041 3.742
H 5.579 10.633 3.568
H 6.458 8.225 3.571
C 9.039 14.788 9.014
C 7.877 15.724 8.691
C 8.111 17.214 9.003
C 6.458 15.214 9.003
C 7.885 15.732 7.233
N 7.828 16.032 6.112
H 9.229 14.680 10.111
H 9.951 15.150 8.523
H 8.849 13.784 8.605
H 8.167 17.433 10.093
H 7.285 17.797 8.538
H 9.073 17.539 8.539
H 6.243 15.176 10.099
H 6.349 14.199 8.584
H 5.709 15.864 8.500
*
```

***

The following is a DFT calculation (ωB97M-V with the def2-TZVPD basis set) of C19H17BBrN2O5PtSTe as an isolated structure at a distorted geometry.

Properties
Kohn-Sham gap (alpha / beta) = 0.219 / 0.219 Eh
Energy above the lowest of the compared OMol25 structures with the same formula, charge and spin = 451.5 kJ/mol

The geometry in ORCA input format:
```
! RIJCOSX wB97M-V def2-TZVPD def2/J DEFGRID3
* xyz 1 1
Pt -1.159 0.810 -1.824
O -2.005 3.334 1.019
S -1.969 2.377 -0.058
O -2.209 2.841 -1.447
O -0.478 1.825 -0.151
O -2.755 1.163 0.236
O -0.383 -0.921 0.265
C -0.495 -0.845 -0.974
Br -3.713 -2.293 -6.018
C -2.659 -0.834 -5.495
C -2.205 0.087 -6.421
C -1.392 1.117 -5.974
C -1.072 1.198 -4.636
N -1.540 0.309 -3.742
C -2.322 -0.690 -4.164
H -2.475 -0.003 -7.464
H -0.999 1.852 -6.661
H -0.425 1.977 -4.259
H -2.677 -1.389 -3.421
Te -0.671 0.654 1.917
C -0.428 0.104 3.995
C -0.203 -1.154 4.535
C 0.121 -1.238 5.883
C 0.194 -0.084 6.654
C -0.057 1.161 6.095
C -0.384 1.265 4.746
C 1.396 0.746 1.790
C 2.147 -0.416 1.975
C 3.507 -0.376 1.734
C 4.110 0.815 1.344
C 3.359 1.975 1.189
C 1.990 1.945 1.392
H -0.281 -2.056 3.941
H 0.315 -2.205 6.327
H 0.432 -0.158 7.707
H -0.008 2.058 6.698
H -0.605 2.239 4.309
H 1.671 -1.337 2.289
H 4.095 -1.278 1.839
H 5.176 0.840 1.158
H 3.834 2.898 0.884
H 1.391 2.833 1.242
B 0.392 -3.915 -3.404
C 0.153 -2.755 -2.481
N 0.012 -1.848 -1.763
H -0.494 -3.918 -4.230
H 0.257 -4.917 -2.738
H 1.511 -3.794 -3.840
*
```

***

The following is a DFT calculation (ωB97M-V with the def2-TZVPD basis set) of one molecule with the formula C19H17BrNO4PS at a distorted geometry.

Properties
Kohn-Sham gap = 0.281 Eh
Energy above the lowest of the compared OMol25 structures with the same formula, charge and spin = 0.0 kJ/mol

The geometry in ORCA input format:
```
! RIJCOSX wB97M-V def2-TZVPD def2/J DEFGRID3
* xyz 0 1
N 1.036 5.484 -2.283
C -0.248 4.972 -1.746
C -0.150 3.454 -1.345
O 0.572 3.312 -0.098
C 0.513 2.553 -2.486
C 0.964 1.218 -1.776
C 2.390 1.049 -1.466
C 2.936 -0.122 -0.771
C 2.019 -1.178 -0.372
C 0.591 -1.026 -0.714
C 0.030 0.133 -1.399
P -1.795 0.322 -1.780
S -2.140 0.507 -3.685
C -0.318 -2.226 -0.282
O -1.167 -2.710 -0.991
C 0.005 -2.788 1.146
C -1.088 -3.130 2.038
C -2.592 -2.914 1.634
C -3.392 -2.228 2.817
O -3.941 -2.874 3.641
Br -3.439 -0.236 2.787
C -0.711 -3.694 3.349
C 0.703 -3.865 3.693
C 1.798 -3.485 2.781
C 1.432 -2.932 1.492
C 2.464 -2.461 0.410
O 3.517 -3.013 0.223
H 0.932 6.502 -2.352
H 1.721 5.308 -1.535
H -1.072 5.072 -2.511
H -0.608 5.515 -0.824
H -1.207 3.127 -1.125
H 0.134 2.615 0.417
H -0.174 2.369 -3.345
H 1.467 3.059 -2.797
H 3.120 1.841 -1.764
H 4.031 -0.176 -0.558
H -2.308 1.435 -1.027
H -2.546 -0.805 -1.319
H -2.684 -2.196 0.773
H -3.044 -3.885 1.318
H -1.519 -3.972 4.070
H 0.899 -4.304 4.700
H 2.868 -3.627 3.062
*
```

***

The following is a DFT calculation (ωB97M-V with the def2-TZVPD basis set) of a 2-piece molecular cluster, C19H17F4 overall at a distorted geometry.

Properties
Kohn-Sham gap = 0.191 Eh
Energy above the lowest of the compared OMol25 structures with the same formula, charge and spin = 103.7 kJ/mol

The geometry in ORCA input format:
```
! RIJCOSX wB97M-V def2-TZVPD def2/J DEFGRID3
* xyz 1 1
C -1.346 -1.294 3.206
C -1.729 -1.087 1.738
H -0.816 -0.903 1.148
C -2.606 0.122 1.592
C -2.145 1.320 1.294
C -2.366 -2.327 1.177
C -2.940 -2.383 -0.006
H -2.240 -1.471 3.805
H -0.692 -2.156 3.337
H -0.842 -0.422 3.623
H -3.655 -0.012 1.793
H -2.786 2.178 1.231
H -1.101 1.484 1.117
H -2.325 -3.215 1.786
H -3.379 -3.287 -0.383
H -2.993 -1.518 -0.635
F -1.653 0.949 -3.927
C -0.658 0.131 -3.512
C -0.394 -1.036 -4.211
C 0.612 -1.888 -3.791
F 0.852 -3.035 -4.467
C 1.366 -1.559 -2.690
C 1.145 -0.369 -1.967
C 1.991 -0.120 -0.859
C 2.153 0.986 0.008
C 3.098 0.856 1.047
C 3.335 1.872 1.941
F 4.256 1.720 2.921
C 2.630 3.057 1.833
C 1.709 3.232 0.814
F 1.030 4.399 0.715
C 1.482 2.220 -0.093
C 0.090 0.455 -2.402
H -0.975 -1.285 -5.081
H 2.142 -2.241 -2.391
H 2.659 -0.936 -0.640
H 3.671 -0.048 1.150
H 2.805 3.848 2.542
H 0.820 2.436 -0.904
H -0.206 1.326 -1.857
*
```

***

The following is a DFT calculation (ωB97M-V with the def2-TZVPD basis set) of a 2-piece molecular cluster, C19H17FNO6S overall at a distorted geometry.

Properties
Kohn-Sham gap = 0.249 Eh

The geometry in ORCA input format:
```
! RIJCOSX wB97M-V def2-TZVPD def2/J DEFGRID3
* xyz -1 1
O 4.609 -2.340 -0.625
C 4.735 -1.108 -0.409
O 5.865 -0.684 0.085
C 3.570 -0.096 -0.688
C 3.043 0.171 -2.044
C 1.957 1.128 -2.263
C 1.286 1.862 -1.168
C 1.818 1.581 0.189
C 2.914 0.638 0.415
S 0.964 2.482 1.543
C -0.771 2.407 0.953
C -1.901 2.184 1.854
C -3.250 2.105 1.243
C -3.442 2.249 -0.207
C -4.846 2.141 -0.901
C -5.143 0.581 -1.141
C -4.369 -0.011 -2.386
O -3.038 -0.416 -2.007
C -2.286 2.496 -1.100
C -0.930 2.568 -0.514
N 0.208 2.804 -1.375
H 3.473 -0.359 -2.935
H 1.630 1.304 -3.325
H 3.251 0.462 1.466
H -1.737 2.044 2.954
H -4.100 1.905 1.936
H -5.668 2.615 -0.298
H -4.815 2.614 -1.920
H -6.240 0.404 -1.353
H -4.783 0.022 -0.236
H -4.924 -0.952 -2.690
H -4.383 0.677 -3.282
H -2.400 -0.095 -2.669
H -2.412 2.629 -2.209
H -0.161 2.769 -2.327
C 3.568 -3.267 2.052
C 3.636 -4.696 2.498
O 3.126 -4.644 3.819
C 2.254 -3.593 3.838
O 1.443 -3.413 4.694
O 2.418 -2.788 2.760
F 4.918 -5.136 2.546
H 4.446 -2.691 2.352
H 3.438 -3.171 0.975
H 3.033 -5.384 1.899
*
```

***

The following is a DFT calculation (ωB97M-V with the def2-TZVPD basis set) of C19H17IN4O6Pb as an isolated structure at a distorted geometry.

Properties
Kohn-Sham gap (alpha / beta) = 0.209 / 0.210 Eh
Energy above the lowest of the compared OMol25 structures with the same formula, charge and spin = 0.0 kJ/mol

The geometry in ORCA input format:
```
! RIJCOSX wB97M-V def2-TZVPD def2/J DEFGRID3
* xyz 2 1
C -1.372 -0.735 1.942
C -0.837 0.688 2.384
H -2.431 -0.507 1.867
H -1.231 -1.503 2.699
H -1.590 -1.232 0.916
H -0.473 1.675 1.896
H -1.679 1.028 2.998
H -0.056 0.472 3.054
C -2.052 -0.075 -3.110
C -2.687 0.054 -4.316
C -2.375 1.175 -5.112
C -1.396 2.086 -4.643
H -2.317 -0.892 -2.432
H -3.489 -0.668 -4.610
H -2.867 1.319 -6.080
H -1.163 3.030 -5.133
N -1.043 0.744 -2.739
C -0.753 1.887 -3.414
C 0.194 2.888 -2.784
N 0.628 2.665 -1.508
C 1.307 3.590 -0.805
C 1.396 5.013 -2.729
C 1.770 4.752 -1.373
H 1.557 3.376 0.240
H 2.358 5.479 -0.781
C 0.596 4.057 -3.424
H 0.224 4.203 -4.434
H 1.733 5.929 -3.210
Pb -0.136 0.725 -0.640
I -2.733 2.477 -0.053
O 2.266 -2.584 -0.971
C 1.999 -1.820 -0.011
O 1.979 -0.550 0.053
C 1.760 -2.480 1.299
C 2.004 -1.842 2.514
C 1.509 -2.433 3.746
C 0.916 -3.718 3.815
C 0.640 -4.267 2.553
C 1.145 -3.765 1.339
N -0.422 -5.298 2.474
O -0.905 -5.743 3.544
O -0.778 -5.733 1.355
N 1.632 -1.631 4.975
O 1.969 -0.421 4.846
O 1.224 -2.125 6.051
H 2.470 -0.844 2.578
H 0.517 -4.115 4.753
H 0.993 -4.332 0.421
*
```

***

Q: Number 4 is which compound?
A: C19H17F4